Computed, not measured: 2 unconnected molecules or ions with the total composition C8H16O6P, with ωB97M-V/def2-TZVPD.

E_LUMO ... 2.06 eV

```
! wB97M-V def2-TZVPD RIJCOSX def2/J DEFGRID3
* xyz -1 1
O 6.28 -0.45 -1.95
C 5.38 0.31 -1.80
O 4.85 1.03 -2.80
C 3.41 1.10 -2.81
C 2.90 2.20 -1.88
C 1.53 1.99 -1.29
O 1.27 2.22 -0.15
O 0.57 1.64 -2.21
C 0.11 0.30 -2.22
P -0.81 -0.26 -0.71
O -1.68 0.74 -0.08
H 4.94 0.51 -0.81
H 3.13 1.31 -3.83
H 3.02 0.13 -2.52
H 3.58 2.37 -1.05
H 2.87 3.14 -2.43
H 0.91 -0.41 -2.45
H -0.61 0.23 -3.03
H 0.20 -0.78 0.12
H -1.52 -1.37 -1.21
C -3.29 -0.39 2.58
C -3.93 -1.79 2.69
C -3.87 -2.24 4.18
O -3.31 -2.69 1.88
H -2.23 -0.45 2.86
H -3.35 -0.04 1.56
H -3.77 0.36 3.23
H -5.02 -1.64 2.48
H -2.83 -2.33 4.49
H -4.35 -3.22 4.29
H -4.38 -1.53 4.85
*
```

Löwdin atomic charge list, values in e, 4 entries: 0.1040 -0.3530 -0.0326 -0.1514